ORCA calculation (ωB97M-V/def2-TZVPD) on 2 unconnected molecules or ions with the total composition C4H13N2O.

Geometry as XYZ:
```
20
Properties=species:S:1:pos:R:3:lowdin_charge:R:1
C -2.158 0.039 0.006 -0.071
C -0.373 1.743 0.137 0.037
C 0.494 -1.123 0.981 0.200
C 1.819 -1.214 0.362 -0.322
N -0.515 -0.049 -1.590 0.044
N -0.780 0.254 -0.296 -0.344
O 2.658 -0.138 0.650 -0.080
H -2.440 -0.965 -0.114 0.078
H -2.206 0.338 1.118 0.136
H -2.816 0.622 -0.611 0.101
H 0.767 1.659 0.195 0.106
H -0.638 2.473 -0.624 0.088
H -0.960 2.005 0.973 0.062
H 0.619 -0.508 1.801 0.079
H -0.319 -1.947 0.739 0.166
H 2.328 -2.202 0.468 0.162
H 1.782 -1.193 -0.753 0.131
H 0.401 0.236 -1.997 0.127
H -1.325 0.273 -2.178 0.134
H 3.663 -0.300 0.732 0.166
```

Net charge ... +1
Kohn-Sham gap (alpha / beta) ... 0.3138 / 0.3138 Eh
E_tot ... -9375.608 eV
Multiplicity ... 1